Record 1
# C29H33KN5O8

A structure of composition C29H33KN5O8 (ωB97M-V/def2-TZVPD, OMol25).

Element x y z (Å)
K  -0.035765  -0.324761  -0.777541
C  0.386133  -5.402880  4.995531
C  0.484442  -4.594843  3.734150
C  1.532508  -4.679021  2.889914
C  1.557033  -3.950196  1.648208
C  2.503788  -4.026905  0.669339
N  3.739093  -4.582597  0.669284
C  4.600988  -4.734401  1.831411
C  4.907109  -3.431952  2.574193
C  5.710028  -2.409291  1.767759
N  4.934429  -1.676901  0.778938
C  3.929585  -0.818460  1.007038
C  3.548354  -0.105941  2.120112
C  4.268362  0.067376  3.349721
C  3.854459  0.931782  4.303570
C  4.619943  1.162911  5.575320
C  2.620385  1.644185  4.106140
C  1.837414  1.492466  3.016327
C  0.500621  2.125259  2.904681
N  -0.490096  1.389878  2.668414
C  -1.814971  1.944093  2.502064
C  -2.450871  1.395114  1.221987
C  -2.836781  -0.077907  1.315573
N  -1.684759  -0.942759  1.446240
C  -1.773289  -1.988010  2.139224
C  -0.657028  -2.939050  2.298575
C  -0.599273  -3.698131  3.415688
C  0.411252  -3.077360  1.285708
O  0.369931  -2.515045  0.203046
C  2.288168  0.639448  1.904741
O  1.666346  0.558521  0.850498
H  1.285977  -5.995934  5.160000
H  -0.466904  -6.084825  4.959570
H  0.242839  -4.755431  5.864151
H  2.329542  -5.373030  3.124555
H  2.222923  -3.565295  -0.274184
H  4.223160  -4.484240  -0.206494
H  5.529764  -5.185481  1.475082
H  4.167910  -5.450930  2.527709
H  5.486623  -3.695505  3.463770
H  3.982978  -2.972123  2.933899
H  6.525772  -2.902619  1.233638
H  6.185168  -1.696395  2.439414
H  4.928225  -2.061400  -0.150494
H  3.302968  -0.651255  0.133901
H  5.195026  -0.466038  3.516703
H  5.537106  0.573771  5.594857
H  4.026392  0.889290  6.451329
H  4.893674  2.214688  5.688446
H  2.286593  2.299700  4.906922
H  0.416638  3.213736  3.053866
H  -1.804622  3.046490  2.508719
H  -2.409048  1.609920  3.360332
H  -1.763026  1.566969  0.391260
H  -3.354052  1.964504  0.988649
H  -3.304349  -0.383021  0.369457
H  -3.560590  -0.235479  2.132682
H  -2.671097  -2.230977  2.728353
H  -1.405053  -3.613078  4.140608
O  -1.001804  3.504475  -1.216335
C  0.132853  3.409086  -1.936178
O  1.046661  4.181394  -1.781936
C  0.121291  2.308927  -2.961082
O  -0.794436  1.299858  -2.656615
C  -0.744309  0.247260  -3.645825
C  0.645525  -0.456492  -3.795548
O  0.887586  -0.950575  -4.904067
O  1.397510  -0.459028  -2.781322
H  -0.857676  4.246925  -0.610864
H  1.143027  1.925288  -3.041045
H  -0.132582  2.791982  -3.919694
H  -1.020602  0.669690  -4.616446
H  -1.500746  -0.482909  -3.339700
O  -3.428517  -3.729563  -1.351110
C  -3.214462  -2.539334  -1.446435
N  -2.999974  -1.374499  -1.532261

Atoms 1-3, force components in eV/Å:
K -0.833 0.028 0.162
C 0.034 -0.003 0.026
C 0.084 -0.071 -0.020

Its spin multiplicity is 1. The calculation puts the LUMO energy at 1.320 eV. The charge is -1. As for the gap between HOMO and LUMO: 5.58 eV.

Löwdin atomic charge list, values in e, 4 entries:
1 K 0.828
2 C -0.063
3 C -0.274
4 C -0.008


Record 2
# C29H33N3O6S

The molecule C29H33N3O6S at a distorted geometry (ωB97M-V/def2-TZVPD, OMol25).

Element x y z (Å)
C  1.958979  -2.155780  -2.619674
O  1.604714  -0.870762  -3.072876
C  0.303656  -0.480151  -2.961361
C  -0.726259  -1.266803  -2.459256
C  -2.005675  -0.747900  -2.354148
C  -2.284037  0.552798  -2.753395
N  -3.554113  1.120318  -2.593123
S  -3.734204  2.421973  -1.520737
O  -2.869250  3.481634  -1.941960
O  -5.144753  2.665119  -1.501250
C  -3.063084  1.669002  -0.036203
C  -1.693743  1.524158  -0.132404
C  -1.010202  0.582042  0.630018
N  0.359657  0.443927  0.427690
C  1.209137  -0.513238  0.922017
O  0.876369  -1.365803  1.726148
C  2.567155  -0.402738  0.365038
C  3.545201  -1.197015  0.821942
C  4.929344  -1.250617  0.403850
C  5.827969  -1.912383  1.247440
C  7.176269  -2.007604  0.947008
O  8.113392  -2.626916  1.720029
C  7.698355  -3.224070  2.924319
C  7.638937  -1.434129  -0.236827
C  6.767642  -0.794331  -1.093213
C  5.411503  -0.690291  -0.797021
O  4.508867  -0.091837  -1.620897
C  4.909949  0.309646  -2.908985
C  -1.751434  -0.215979  1.500771
C  -3.107790  -0.017838  1.646897
C  -3.811720  0.945036  0.904484
N  -5.158473  1.178183  1.049176
C  -6.022046  0.209722  1.687620
C  -6.194569  0.458731  3.189408
C  -6.705710  1.879689  3.406086
C  -5.758719  2.865461  2.728989
C  -5.622593  2.539138  1.237588
C  -1.259720  1.327883  -3.295805
C  0.016409  0.818847  -3.389768
H  3.036298  -2.227975  -2.753429
H  1.465261  -2.936856  -3.206848
H  1.723859  -2.287220  -1.559282
H  -0.545916  -2.277272  -2.129933
H  -2.795148  -1.361951  -1.944378
H  -4.284604  0.450598  -2.398571
H  -1.172392  2.145974  -0.842501
H  0.742241  1.080195  -0.258418
H  2.736539  0.321657  -0.413124
H  3.276776  -1.873054  1.626800
H  5.433983  -2.340165  2.155808
H  8.597920  -3.648595  3.367116
H  6.971111  -4.023152  2.747528
H  7.270031  -2.487791  3.612105
H  8.688881  -1.504442  -0.470933
H  7.160945  -0.364556  -2.000492
H  3.990985  0.599664  -3.416714
H  5.594123  1.163683  -2.871077
H  5.381278  -0.509821  -3.460164
H  -1.249444  -0.979183  2.072075
H  -3.635982  -0.630582  2.359441
H  -5.641343  -0.794929  1.495982
H  -7.002730  0.296639  1.204483
H  -5.236684  0.339130  3.699018
H  -6.894746  -0.269438  3.602277
H  -6.779563  2.096398  4.473575
H  -7.703250  1.978738  2.971902
H  -6.127584  3.885720  2.839372
H  -4.773254  2.805896  3.197794
H  -4.923550  3.228234  0.767517
H  -6.587741  2.646868  0.735464
H  -1.480989  2.336622  -3.603631
H  0.819282  1.413844  -3.796378

Atoms 1-3, force components in eV/Å:
C 0.055 -0.289 0.096
O -0.197 0.386 -0.103
C -0.070 0.111 -0.025

Its SMILES is COc1ccc(NS(=O)(=O)c2cc(NC(=O)/C=C/c3cc(OC)ccc3OC)ccc2N2CCCCC2)cc1. Its spin multiplicity is 1. The calculation puts the LUMO energy at 0.022 eV. The charge is 0. As for the gap between HOMO and LUMO: 7.41 eV.

Löwdin atomic charge list, values in e, 4 entries:
1 C -0.077
2 O -0.095
3 C -0.282
4 C -0.010


Energy relative to the best compared isomer or geometry (same formula, charge and spin) values, unit kJ/mol, following the record order: 98.9 210.0.